No. 1
Here is C3H7ClN2P2 as an isolated structure from the Open Molecules 2025 dataset. Energies are from ωB97M-V with the def2-TZVPD basis set.

Calculated values
- F_max: 3.81 eV/Å
- Lowest unoccupied orbital energy: -0.842 eV
- Energy above the lowest of the compared OMol25 structures with the same formula, charge and spin: 1.138 eV
- HOMO: -8.45 eV
- Electronic energy: -1370.85525 a.u.
- Gap between HOMO and LUMO: 0.2796 Ha

The geometry in XYZ format:
```
15
Properties=species:S:1:pos:R:3:nbo_charge:R:1
C -2.13379 1.96238 -0.68962 -0.7551
C 1.49878 -0.79921 0.89657 -0.2628
C 1.53616 -0.32152 -0.67847 -0.2400
N 0.15568 -0.75383 1.37756 -0.9373
N 0.24946 -0.70538 -1.25085 -1.0039
P -2.37694 0.96820 0.65358 0.3849
P -0.81741 -0.65333 -0.03226 1.4493
Cl -1.89521 -2.37760 -0.10502 -0.2537
H -2.82898 2.74402 -0.84301 0.2110
H -1.41129 1.96376 -1.53921 0.2459
H 1.88249 -1.87246 0.78897 0.2025
H 2.23021 -0.08485 1.40597 0.2078
H 1.85915 0.74063 -0.57682 0.1639
H 2.24858 -0.94968 -1.21510 0.2048
H -0.19690 0.13887 1.80772 0.3827
```


No. 2
Here is a 8-piece molecular cluster, C28H56O14S2 overall from the Open Molecules 2025 dataset. Energies are from ωB97M-V with the def2-TZVPD basis set.

Calculated values
- F_max: 1.40 eV/Å
- Lowest unoccupied orbital energy: 0.222 eV
- SMILES: O=S1(=O)OCCO1.O=S1(=O)OCCO1.C1CCOC1.C1CCOC1.C1CCOC1.C1CCOC1.C1CCOC1.C1CCOC1
- Energy above the lowest of the compared OMol25 structures with the same formula, charge and spin: 0.059 eV
- HOMO: -9.45 eV
- Electronic energy: -2950.03718 a.u.
- Gap between HOMO and LUMO: 0.3554 Ha

The geometry in XYZ format:
```
100
Properties=species:S:1:pos:R:3:lowdin_charge:R:1
C -1.44097 -4.63875 -2.69463 -0.1863
C -2.85492 -4.90079 -3.20398 -0.1606
C -3.18434 -6.10916 -2.32278 -0.2242
O -1.99902 -6.87256 -2.20514 -0.1324
C -0.89645 -6.04554 -2.61975 -0.1979
H -1.47707 -4.15438 -1.71429 0.0998
H -0.79549 -4.00816 -3.31055 0.1141
H -2.76195 -5.18450 -4.25528 0.1154
H -3.60386 -4.12253 -3.07684 0.1033
H -4.01158 -6.72425 -2.68200 0.1182
H -3.50441 -5.74044 -1.33565 0.1180
H -0.62844 -6.44085 -3.60735 0.1197
H -0.01078 -6.14832 -1.99226 0.1187
C 4.15438 -2.19412 -1.40953 -0.1575
C 3.32998 -1.62622 -2.56540 -0.1645
C 4.26549 -0.57195 -3.12448 -0.2139
O 4.85284 0.00699 -1.96064 -0.1672
C 4.70388 -0.88810 -0.82497 -0.1820
H 4.96633 -2.83957 -1.73700 0.1200
H 3.50469 -2.72903 -0.72032 0.1003
H 2.49903 -1.05751 -2.14057 0.0873
H 2.99054 -2.33507 -3.31841 0.1153
H 3.75984 0.24591 -3.64520 0.1082
H 5.03010 -0.97591 -3.79856 0.1188
H 4.06485 -0.38270 -0.09689 0.1008
H 5.72096 -0.99798 -0.45296 0.1165
C -0.26753 0.42432 0.15951 -0.1432
C -0.24623 -0.86237 -0.65709 -0.1462
C -0.74604 -1.90430 0.33408 -0.1755
O -0.15061 -1.47181 1.57155 -0.1644
C -0.16972 -0.05431 1.62604 -0.1919
H -1.18458 1.00046 0.04026 0.0994
H 0.54937 1.08962 -0.10757 0.0814
H 0.78597 -1.09665 -0.92248 0.0890
H -0.82598 -0.80730 -1.57872 0.1027
H -0.29581 -2.88675 0.19931 0.1153
H -1.83433 -1.96075 0.42404 0.1240
H 0.72279 0.36954 2.09345 0.1113
H -1.04536 0.26696 2.19701 0.0968
C 3.35968 3.06795 -2.56818 -0.1698
C 2.61498 2.35889 -1.44016 -0.1664
C 1.89857 3.54026 -0.73010 -0.2104
O 2.46324 4.73969 -1.21163 -0.1196
C 3.64007 4.41627 -1.92434 -0.2160
H 2.68693 3.20947 -3.41745 0.1172
H 4.28542 2.60533 -2.90434 0.1065
H 3.32436 1.81125 -0.82006 0.0965
H 1.90481 1.64963 -1.86735 0.0985
H 1.99605 3.41185 0.35086 0.1044
H 0.83648 3.49152 -0.98780 0.1142
H 4.49785 4.34926 -1.23961 0.1241
H 3.88492 5.18853 -2.65520 0.1201
C -3.81519 1.20340 -4.60021 -0.1597
C -4.45563 -0.19098 -4.45326 -0.1589
C -4.01879 -0.55891 -3.03666 -0.2297
O -4.16468 0.64476 -2.30930 -0.1406
C -3.66664 1.69082 -3.14513 -0.1914
H -4.43728 1.85333 -5.21863 0.1037
H -2.85207 1.15733 -5.10612 0.1042
H -4.01596 -0.81965 -5.23026 0.1077
H -5.53854 -0.22774 -4.52983 0.1102
H -2.99333 -0.94719 -2.98766 0.1090
H -4.70597 -1.31687 -2.65838 0.1167
H -2.60256 1.81059 -2.90468 0.1108
H -4.16912 2.63304 -2.94314 0.1152
C -1.79394 0.63503 5.10108 -0.1696
C -2.16094 -0.77945 4.63786 -0.1746
C -2.89487 -1.27909 5.86007 -0.2161
O -3.66714 -0.17629 6.30433 -0.1324
C -2.93341 1.01429 6.05566 -0.1971
H -1.63997 1.30524 4.25039 0.0936
H -0.81304 0.65654 5.58342 0.1087
H -1.25431 -1.34808 4.42264 0.1072
H -2.76171 -0.77367 3.72874 0.1142
H -2.16666 -1.60391 6.61751 0.1227
H -3.56754 -2.11914 5.68968 0.1215
H -2.51639 1.32360 7.02250 0.1141
H -3.52172 1.85271 5.68486 0.1135
C 2.88361 -1.47618 2.94922 -0.1745
C 3.91387 -0.38597 3.11275 -0.1598
O 5.12498 -0.96332 2.61872 -0.1843
S 5.07655 -2.55458 2.69237 0.5899
O 5.98835 -3.07828 3.63201 -0.2056
O 5.12306 -3.07344 1.37289 -0.2178
O 3.59895 -2.67036 3.28952 -0.1711
H 2.54839 -1.59497 1.91499 0.1211
H 1.99931 -1.31096 3.55782 0.1319
H 4.06115 -0.10235 4.15613 0.1355
H 3.63788 0.50934 2.55770 0.1310
C -2.13485 6.66359 1.62552 -0.1419
C -2.56520 5.99176 2.92168 -0.1768
O -1.77196 4.83193 3.08149 -0.1754
S -0.90437 4.50156 1.77464 0.5740
O -1.32742 3.24858 1.27744 -0.2146
O 0.45914 4.73644 2.05015 -0.2052
O -1.50822 5.63233 0.85009 -0.1781
H -1.38195 7.42995 1.81434 0.1330
H -2.96152 7.08801 1.06580 0.1350
H -3.62226 5.71568 2.96035 0.1319
H -2.46897 6.71046 3.74031 0.1328
```